# C7H11N3O2

One molecule with the formula C7H11N3O2 at a distorted geometry (ωB97M-V with the def2-TZVPD basis set, OMol25).

Geometry as XYZ:
```
23
Properties=species:S:1:pos:R:3:forces:R:3
O -1.158 -2.321 1.373 -0.3637 -1.2165 0.1715
O -0.968 -0.791 2.938 1.7913 0.3662 0.8337
N -1.505 -0.963 -0.719 0.8372 0.7076 -1.2201
N -0.862 2.083 -1.445 1.6568 0.2524 0.9957
N 0.461 1.794 0.488 -0.0363 -0.1462 0.1530
C -1.092 0.120 -0.096 -1.6096 -1.7532 3.2777
C 0.850 0.311 -1.495 2.0810 -0.2827 0.6101
C 0.697 -1.074 1.156 -2.1063 0.0687 0.2053
C -0.141 1.080 -0.636 0.1634 1.0297 -1.0436
C 1.539 -1.380 0.208 2.0497 0.0668 1.1308
C -0.400 -1.488 1.879 -0.7525 0.8028 0.1568
C 1.665 -0.675 -1.015 -1.6051 2.0865 -1.1454
H 1.224 0.770 -2.394 -0.3712 0.3794 -0.3283
H -1.421 2.650 -0.836 -0.4158 0.2457 0.2234
H 2.566 -0.878 -1.532 0.4888 -0.3868 -1.0195
H 0.724 2.752 0.321 -0.2067 0.1273 -0.7290
H -0.264 -0.333 3.468 -0.8677 -0.4611 -0.8313
H 2.438 -1.969 0.372 -0.2548 -0.7238 0.3283
H -0.789 -1.242 -1.378 -0.1934 -0.2942 -0.6058
H 1.308 1.312 0.723 0.3071 -0.2762 0.4806
H -1.698 0.327 0.839 0.9565 0.3311 -1.1613
H -1.425 1.653 -2.120 -1.0362 -0.6777 -1.1521
H -1.748 -1.739 -0.099 -0.5124 -0.2460 0.6694
```
Positions in Å, forces in eV/Å.

Calculated values
2S+1: 1
Lowest unoccupied orbital energy (eV): -0.045
Relative energy (zero: lowest compared OMol25 entry of this formula, charge and spin) (eV): 4.291